Below is 12 unconnected molecules or ions with the total composition C42H72N14O2, with properties calculated with the ωB97M-V functional and the def2-TZVPD basis.

- 2S+1: 1
- ΔE to the lowest compared entry with this formula, charge and spin: 110.9 kcal/mol

Geometry as XYZ:
```
130
Properties=species:S:1:pos:R:3:forces:R:3
C -11.037 19.362 -31.537 0.1393 -0.6262 -0.3272
C -12.257 19.919 -31.055 0.7707 -0.5692 -2.1516
C -12.873 20.335 -32.240 -1.3992 2.0835 2.0583
N -12.091 20.146 -33.319 -0.5058 -0.0107 -0.2335
C -11.006 19.484 -32.916 2.1698 -0.3542 0.7414
H -10.273 18.847 -30.974 -0.0582 0.0722 0.0601
H -12.544 19.936 -30.013 -0.3979 0.2234 -0.3319
H -13.667 21.065 -32.302 -0.3860 -0.3779 -0.1308
H -12.190 20.610 -34.211 -0.2250 -0.3133 0.2530
H -10.204 19.253 -33.602 -0.1117 -0.1407 0.0557
C -10.323 16.162 -22.757 -2.2995 -1.5764 -0.8072
C -10.891 15.394 -23.842 0.4331 0.5602 -1.1594
C -10.598 16.078 -25.059 -0.8804 -1.8126 2.0633
N -9.922 17.154 -24.664 0.7255 3.3635 0.1341
C -9.888 17.312 -23.307 1.3291 -0.1946 0.6842
H -10.503 15.869 -21.734 0.3553 0.3771 0.0516
H -11.513 14.522 -23.702 0.2399 -0.1064 -0.2624
H -10.858 15.988 -26.103 0.0069 -0.4721 0.2088
H -9.640 17.933 -25.242 -0.1262 -0.3870 -0.2287
H -9.469 18.132 -22.743 0.2240 0.2268 -0.6883
C -5.831 24.096 -23.849 -0.5523 -3.3985 -2.2360
C -4.669 24.653 -23.400 2.3383 0.9966 -0.1242
C -3.621 23.748 -23.607 -0.2591 0.7594 1.7401
N -4.172 22.553 -23.961 0.4701 1.0786 -1.4355
C -5.448 22.806 -24.360 -1.9110 0.5687 1.6467
H -6.832 24.493 -23.941 0.2182 0.1555 0.0132
H -4.560 25.692 -23.126 0.2014 -0.1066 0.1805
H -2.556 23.891 -23.502 -0.1410 -0.1877 0.3538
H -3.656 21.684 -23.975 -0.2843 0.2050 -0.5200
H -6.027 22.069 -24.895 -0.0846 -0.0799 0.3831
N -12.975 24.731 -18.519 0.2119 4.4300 4.1672
C -13.482 23.877 -19.346 -1.9223 2.8102 1.1537
N -12.626 23.047 -19.688 4.6580 -6.4275 -3.6035
O -14.590 23.946 -19.763 -3.6199 0.0969 -1.3239
H -13.678 25.341 -18.127 0.5422 0.2192 0.2355
H -12.012 24.814 -18.227 -0.4566 -0.0995 -0.1691
H -11.734 22.952 -19.224 -0.2530 -0.1817 -0.6672
H -12.881 22.661 -20.586 0.8491 -0.8491 0.2118
N -16.770 18.169 -25.458 5.9339 2.8579 -3.2428
C -17.801 17.715 -24.904 -4.9406 -0.0192 4.7133
N -17.985 16.419 -25.137 -0.8724 -3.3726 -0.6688
O -18.504 18.400 -24.135 0.3529 -0.8629 -0.7652
H -16.147 17.533 -25.935 0.0724 0.4368 0.1287
H -16.377 19.025 -25.093 -0.2316 -0.0739 -0.3191
H -18.533 15.797 -24.560 -0.2313 0.7748 0.0103
H -17.372 15.913 -25.759 -0.0759 0.2443 0.1525
C -15.461 14.341 -34.863 1.6216 -2.7587 0.1085
C -14.133 14.800 -34.280 -0.4816 0.6479 0.8424
C -13.473 13.836 -33.229 0.3925 -0.2284 -0.3423
C -13.964 13.916 -31.830 -0.1911 0.1173 -1.2348
N -14.409 13.987 -30.777 0.0237 0.0042 0.2643
H -16.111 14.035 -34.043 -1.0431 1.1566 -0.4241
H -15.235 13.335 -35.216 0.1073 -0.5039 -0.3729
H -15.694 14.798 -35.824 -0.9176 0.7453 0.8131
H -14.385 15.719 -33.753 0.6129 0.3179 -0.0060
H -13.499 15.039 -35.134 0.5332 -0.1188 0.4386
H -12.387 13.918 -33.182 0.0971 0.8190 0.0322
H -13.493 12.793 -33.543 -0.7536 -0.1870 -0.0836
C -4.657 11.708 -22.401 0.8799 -0.5941 -0.0191
C -5.720 11.885 -23.428 -1.7606 0.5769 -1.0818
C -5.429 12.821 -24.616 -0.3642 1.4517 1.0802
C -5.024 14.138 -24.107 1.0156 3.6756 1.2681
N -4.851 15.221 -23.664 -0.4030 -3.5822 -1.4157
H -4.631 12.402 -21.561 -0.3600 0.4531 -0.4025
H -3.723 11.825 -22.952 0.4834 -0.4378 0.4947
H -4.746 10.736 -21.915 0.3090 -0.1707 -0.2616
H -6.630 12.262 -22.962 -0.1080 0.0667 0.0376
H -6.067 11.035 -24.016 0.3538 -0.8944 0.8129
H -6.402 13.116 -25.008 -0.0812 -0.5997 -0.6934
H -4.774 12.425 -25.392 0.0197 0.0821 0.1920
C -3.613 16.246 -15.325 -0.1495 0.7418 -0.5381
C -3.990 15.634 -16.670 -0.4502 0.0122 0.9095
C -4.781 16.625 -17.543 1.5547 -0.4634 -1.3703
C -6.067 17.116 -17.105 -3.5484 0.7169 2.1237
N -7.116 17.460 -16.685 3.3638 -0.9920 -1.4648
H -4.485 16.710 -14.863 -0.2421 -0.9577 0.7634
H -3.055 17.173 -15.456 0.6510 -0.1139 -0.5014
H -2.973 15.567 -14.761 -0.5698 0.1186 0.4904
H -4.595 14.731 -16.589 -0.1939 0.0044 0.5020
H -3.066 15.241 -17.093 -0.0789 0.5604 -0.8140
H -4.912 16.121 -18.501 -0.3060 0.1197 -0.2059
H -4.140 17.474 -17.780 -0.0438 0.2366 0.0927
C -13.604 7.964 -29.065 0.7718 -0.1214 0.7092
C -12.655 7.667 -27.871 -1.7375 0.9823 -0.0156
C -12.027 8.998 -27.216 0.9869 -2.6590 -0.1802
C -11.037 9.638 -28.102 -2.0428 -0.5425 1.3870
N -10.294 10.166 -28.777 1.2716 0.7156 -1.1341
H -14.454 8.544 -28.704 0.1332 0.3122 -0.1866
H -14.028 7.043 -29.466 0.2342 -0.0328 -0.1465
H -13.028 8.496 -29.822 -0.3977 0.0546 -0.2361
H -11.979 6.845 -28.109 0.7754 0.7109 -0.1464
H -13.300 7.176 -27.143 0.0583 0.3384 0.5618
H -11.440 8.560 -26.409 0.3148 0.1805 0.2170
H -12.681 9.676 -26.669 -0.3632 0.0732 -0.8220
C -16.359 14.190 -16.599 -1.2300 -0.9901 0.5017
C -15.568 14.499 -17.778 1.3730 2.0263 -3.1609
C -16.286 15.049 -19.117 0.0764 -0.7610 1.1714
C -17.319 14.230 -19.689 -4.4879 -4.6164 -2.1402
N -18.173 13.538 -20.172 3.8305 3.1902 2.1553
H -17.267 14.792 -16.581 -0.0069 0.0343 0.3025
H -15.752 14.378 -15.713 -0.3259 -0.2617 0.1422
H -16.647 13.143 -16.691 -0.2972 -0.0292 0.6457
H -14.883 13.725 -18.124 -0.2231 -0.3588 0.2365
H -14.897 15.311 -17.498 0.1262 0.2683 -0.3342
H -15.564 15.085 -19.933 0.2818 0.7942 0.2732
H -16.877 15.950 -18.958 0.8777 0.6999 0.1758
C -9.098 11.750 -15.787 1.6809 -1.2409 0.6086
C -8.196 11.298 -14.563 -2.3392 0.3156 0.3793
C -7.777 9.817 -14.616 1.1403 0.6139 -0.0075
C -6.500 9.676 -15.355 -0.7459 0.0741 -0.5893
N -5.528 9.676 -15.967 0.0460 -0.1109 0.1584
H -9.921 11.048 -15.926 -0.2028 0.0394 0.4231
H -8.484 11.560 -16.667 -0.1129 0.8975 -0.4002
H -9.492 12.756 -15.641 0.3176 -0.0593 -0.3704
H -8.904 11.383 -13.739 -0.0023 -0.2571 0.4040
H -7.425 11.999 -14.244 0.3510 -0.1756 -0.7053
H -8.598 9.231 -15.030 0.3136 -0.1749 -0.1511
H -7.515 9.424 -13.634 -0.4413 0.0973 0.2409
C -18.055 5.728 -21.338 0.3883 -1.7630 0.1188
C -18.185 7.029 -22.090 -2.5924 -0.4862 0.5232
C -17.029 7.399 -22.948 1.2970 0.9536 -0.4365
C -15.809 7.939 -22.334 3.2840 0.9119 1.9840
N -14.792 8.364 -21.909 -3.2048 -1.2666 -1.3195
H -18.324 5.761 -20.282 0.5677 0.3048 0.0423
H -17.095 5.244 -21.517 0.5368 0.4195 0.6677
H -18.663 4.895 -21.692 -0.6909 0.3619 -0.4771
H -18.663 7.720 -21.396 1.0900 0.8792 -0.0143
H -19.057 6.904 -22.732 0.1797 -0.0664 -0.6512
H -17.210 8.197 -23.668 -0.7425 -0.1979 -0.2661
H -16.701 6.519 -23.502 -0.1061 -0.0407 -0.1768
```
Positions in Å, forces in eV/Å.